11 unconnected molecules or ions with the total composition C39H102N6O11 in a non-equilibrium geometry, computed with ωB97M-V/def2-TZVPD.

Its structure (SMILES) is CC1(C)CCCC(C)(C)N1O.CC1(C)CCCC(C)(C)N1O.COC[C@H](C)N.COC[C@H](C)N.COC[C@H](C)N.COC[C@H](C)N.CO.CO.CO.CO.CO. The calculation puts the HOMO-LUMO gap at 8.231 eV. Its total energy is -2703.04404 hartree. As for the spin multiplicity: 1. As for the energy above the lowest of the compared OMol25 structures with the same formula, charge and spin: 0.0 kcal/mol.

Positions of all 158 atoms, in Å:
C (-5.415, -1.267, -0.916)
C (-5.012, -0.036, -1.718)
C (-4.308, -0.462, -3.008)
C (-6.197, 0.847, -2.080)
C (-6.738, 1.686, -0.943)
C (-5.667, 2.581, -0.288)
C (-4.446, 1.778, 0.098)
C (-3.264, 2.751, 0.219)
C (-4.622, 1.123, 1.464)
N (-4.078, 0.827, -0.955)
O (-2.957, 0.060, -0.555)
H (-4.573, -1.915, -0.679)
H (-5.850, -0.975, 0.044)
H (-6.233, -1.807, -1.401)
H (-4.183, 0.347, -3.726)
H (-3.313, -0.872, -2.839)
H (-4.876, -1.288, -3.445)
H (-5.843, 1.485, -2.897)
H (-7.046, 0.301, -2.504)
H (-7.619, 2.229, -1.292)
H (-7.119, 1.060, -0.122)
H (-6.158, 2.983, 0.600)
H (-5.464, 3.403, -0.977)
H (-3.206, 3.326, -0.710)
H (-2.294, 2.258, 0.289)
H (-3.356, 3.433, 1.063)
H (-4.782, 1.892, 2.229)
H (-3.711, 0.606, 1.772)
H (-5.458, 0.432, 1.592)
H (-2.238, 0.457, -1.061)
C (-1.711, -3.218, -3.617)
C (-1.853, -3.758, -2.183)
C (-2.836, -2.910, -1.381)
C (-2.334, -5.206, -2.326)
C (-2.096, -6.079, -1.094)
C (-0.637, -6.050, -0.684)
C (0.239, -4.937, -1.304)
C (1.322, -4.597, -0.256)
C (0.942, -5.420, -2.579)
N (-0.576, -3.754, -1.490)
O (0.166, -2.589, -1.768)
H (-0.886, -3.757, -4.082)
H (-2.623, -3.368, -4.197)
H (-1.504, -2.148, -3.608)
H (-2.499, -1.875, -1.308)
H (-3.858, -2.955, -1.763)
H (-2.862, -3.314, -0.362)
H (-3.416, -5.090, -2.465)
H (-1.952, -5.667, -3.235)
H (-2.740, -5.771, -0.273)
H (-2.407, -7.079, -1.402)
H (-0.151, -7.003, -0.912)
H (-0.586, -5.977, 0.406)
H (1.881, -5.520, -0.077)
H (0.825, -4.360, 0.685)
H (1.973, -3.798, -0.591)
H (1.697, -6.182, -2.367)
H (1.417, -4.591, -3.111)
H (0.272, -5.906, -3.297)
H (0.066, -2.073, -0.953)
C (2.093, 2.198, -4.973)
O (1.387, 1.301, -5.779)
C (2.050, 0.040, -5.868)
C (1.147, -0.925, -6.551)
C (1.816, -2.292, -6.728)
N (0.747, -0.377, -7.856)
H (3.088, 2.436, -5.384)
H (2.264, 1.795, -3.968)
H (1.553, 3.138, -4.901)
H (2.956, 0.170, -6.478)
H (2.326, -0.284, -4.858)
H (0.245, -1.108, -5.948)
H (1.251, -2.863, -7.461)
H (1.889, -2.808, -5.769)
H (2.846, -2.174, -7.079)
H (0.647, 0.625, -7.730)
H (-0.151, -0.732, -8.155)
C (2.933, 4.810, 2.557)
O (3.254, 6.174, 2.392)
C (3.876, 6.738, 3.514)
C (3.619, 8.231, 3.498)
C (4.238, 8.923, 2.309)
N (4.151, 8.836, 4.735)
H (2.513, 4.481, 1.603)
H (2.056, 4.665, 3.205)
H (3.782, 4.194, 2.851)
H (3.474, 6.341, 4.453)
H (4.959, 6.568, 3.444)
H (2.527, 8.366, 3.492)
H (3.860, 9.928, 2.112)
H (4.068, 8.334, 1.407)
H (5.313, 9.033, 2.477)
H (3.680, 8.485, 5.560)
H (4.004, 9.837, 4.706)
C (1.409, -0.535, 7.131)
O (1.625, -0.794, 5.762)
C (0.457, -1.300, 5.134)
C (0.333, -2.811, 5.228)
C (1.165, -3.510, 4.184)
N (-1.096, -3.146, 5.005)
H (0.986, -1.377, 7.683)
H (0.743, 0.336, 7.227)
H (2.351, -0.223, 7.581)
H (-0.428, -0.782, 5.531)
H (0.560, -1.011, 4.087)
H (0.663, -3.171, 6.212)
H (0.913, -3.214, 3.162)
H (1.033, -4.598, 4.198)
H (2.235, -3.357, 4.343)
H (-1.625, -2.685, 5.738)
H (-1.250, -4.142, 5.110)
C (-1.102, -1.614, 1.543)
O (-0.059, -1.280, 0.640)
C (0.315, 0.078, 0.817)
C (1.688, 0.390, 0.280)
C (2.082, 1.825, 0.631)
N (1.689, 0.261, -1.211)
H (-1.433, -2.621, 1.292)
H (-1.975, -0.971, 1.369)
H (-0.795, -1.546, 2.584)
H (-0.464, 0.738, 0.410)
H (0.330, 0.360, 1.883)
H (2.456, -0.311, 0.623)
H (3.141, 1.859, 0.882)
H (1.432, 2.312, 1.356)
H (1.979, 2.457, -0.259)
H (1.532, -0.719, -1.434)
H (2.634, 0.404, -1.574)
C (-3.904, -1.013, 4.610)
O (-3.744, -0.451, 5.933)
H (-3.050, -1.641, 4.361)
H (-4.751, -1.710, 4.637)
H (-4.143, -0.184, 3.955)
H (-3.027, -0.897, 6.388)
C (5.575, 3.724, 0.450)
O (6.821, 4.097, -0.117)
H (4.946, 4.616, 0.490)
H (5.176, 2.926, -0.170)
H (5.668, 3.331, 1.470)
H (7.191, 4.854, 0.342)
C (4.125, 0.467, 3.418)
O (3.458, 1.465, 4.190)
H (5.111, 0.862, 3.150)
H (4.229, -0.508, 3.894)
H (3.602, 0.286, 2.475)
H (3.462, 1.160, 5.100)
C (4.240, -1.634, -2.623)
O (4.469, -0.272, -2.281)
H (5.158, -2.209, -2.723)
H (3.535, -2.056, -1.901)
H (3.718, -1.664, -3.580)
H (5.230, -0.176, -1.703)
C (-1.023, 1.054, -3.133)
O (-0.116, 1.931, -2.484)
H (-1.677, 1.670, -3.744)
H (-0.403, 0.328, -3.665)
H (-1.648, 0.562, -2.392)
H (0.539, 1.406, -1.979)

Cartesian forces (eV/Å) of the 6 atoms listed first:
-0.787 0.139 0.918
0.384 0.227 0.521
0.174 -0.532 -0.065
-0.325 0.352 -0.389
0.117 -0.213 0.819
-1.653 -0.342 -0.864